No. 1
The following is a quantum chemistry calculation of one molecule with the formula C4H6N2O, from the OMol25 dataset.

The total charge is 0. The relative energy (zero: lowest compared OMol25 entry of this formula, charge and spin) is 2.646 eV. The lowest unoccupied orbital energy is 0.41 eV. The orbital gap comes out at 7.9 eV. For the largest force on an atom, the calculation gives 0.0112 Eh/bohr.

The geometry in XYZ format:
```
13
Properties=species:S:1:pos:R:3:mulliken_charge:R:1
N -1.614 0.053 1.116 -0.3181
C -0.455 -0.035 0.518 -0.1114
C -0.332 0.716 -0.818 0.7324
O -1.457 0.816 -1.464 -0.8631
C 0.997 0.085 -1.305 -0.6989
C 1.535 -0.649 -0.334 -0.3266
N 0.645 -0.710 0.800 -0.0410
H -2.286 0.492 0.469 0.2509
H -1.857 -0.327 2.011 0.2053
H 0.062 1.707 -0.426 0.1783
H 1.479 0.323 -2.244 0.3812
H 2.492 -1.148 -0.249 0.3831
H 0.774 -1.350 1.568 0.2280
```

---

No. 2
The following is a quantum chemistry calculation of C25H33O2PtSe as an isolated structure at a distorted geometry, from the OMol25 dataset.

Its expectation value of S² is 2.015. The total charge is -1. The spin multiplicity is 3. The lowest unoccupied orbital energy (alpha / beta) is 2.46 / 2.39 eV. The orbital gap (alpha / beta) comes out at 5.4 / 5.7 eV. For the largest force on an atom, the calculation gives 0.0557 Eh/bohr.

The geometry in XYZ format:
```
62
Properties=species:S:1:pos:R:3:mulliken_charge:R:1
O -0.469 1.833 -1.255 -0.4150
C 0.482 1.885 -2.346 0.0412
C -0.375 2.900 -3.123 -0.9118
H 0.507 0.870 -2.788 -0.2625
H 1.477 2.257 -2.066 0.4218
C -1.437 2.597 -2.006 1.2059
H -0.628 2.611 -4.150 0.2562
H 0.043 3.907 -3.073 0.3327
C -2.581 1.725 -2.483 -0.8996
H -2.270 1.001 -3.246 -0.0142
H -3.356 2.370 -2.916 0.4190
H -3.057 1.213 -1.645 0.1937
C -1.911 3.692 -1.085 -1.5006
H -1.047 4.238 -0.692 0.2697
H -2.465 3.237 -0.252 0.2523
H -2.566 4.395 -1.600 0.4458
Pt 0.243 -1.407 0.868 1.0297
C 0.756 1.781 2.866 -0.7357
C 1.391 0.532 2.780 0.1244
C 1.855 0.325 1.407 -1.6797
H 1.537 -0.185 3.582 0.4340
C 1.594 1.594 0.722 -0.3480
C 0.935 2.464 1.600 -0.4470
H 0.616 3.472 1.389 0.4147
H 0.215 2.192 3.724 0.4378
H 2.691 -0.309 1.100 0.6377
H 1.914 1.820 -0.276 0.6710
C -1.940 -0.761 2.990 -0.4129
C -2.017 0.507 2.373 -0.7556
C -1.923 0.352 0.978 0.4990
H -2.175 1.453 2.895 0.4866
C -1.846 -1.072 0.664 -1.0390
C -1.754 -1.767 1.985 -0.7897
H -1.804 -2.846 2.116 0.5344
H -2.101 -0.955 4.056 0.3938
H -2.025 1.125 0.242 -0.2521
H -2.304 -1.545 -0.207 0.5779
O -0.083 -0.682 -3.506 -0.3940
C -0.466 -0.311 -4.891 -0.0054
C 0.283 -1.200 -5.896 -0.6797
H -0.263 0.756 -5.086 -0.0352
H -1.558 -0.422 -5.031 0.3162
C 0.991 -2.262 -5.034 -0.4070
H 0.991 -0.617 -6.503 0.2603
H -0.428 -1.672 -6.578 0.2899
C 0.854 -1.768 -3.579 -0.4651
H 2.049 -2.361 -5.287 0.2537
H 0.528 -3.249 -5.169 0.2811
H 1.816 -1.406 -3.198 0.2351
H 0.523 -2.547 -2.888 0.2640
Se 1.573 -3.177 1.806 -0.3247
C 1.611 -2.800 3.660 -0.1775
C 0.472 -2.825 4.484 -0.0302
C 0.565 -2.470 5.833 -0.6111
C 1.811 -2.160 6.394 -0.3396
C 2.956 -2.157 5.586 -0.4726
C 2.857 -2.460 4.232 -0.2997
H -0.488 -3.080 4.044 0.4169
H -0.340 -2.425 6.445 0.3367
H 1.888 -1.911 7.454 0.3419
H 3.929 -1.898 6.007 0.3134
H 3.723 -2.402 3.578 0.3165
```

---

No. 3
The following is a quantum chemistry calculation of a 6-piece molecular cluster, C22H51BIN2O16S5 overall at a distorted geometry, from the OMol25 dataset.

The total charge is +1. The lowest unoccupied orbital energy is -4.16 eV. The orbital gap comes out at 7.8 eV. For the largest force on an atom, the calculation gives 0.0337 Eh/bohr.

The geometry in XYZ format:
```
98
Properties=species:S:1:pos:R:3:mulliken_charge:R:1
C -5.374 -6.885 -2.891 -1.0434
N -4.746 -7.557 -1.698 -0.0463
C -4.776 -9.027 -1.985 -0.9196
B -3.374 -7.117 -1.668 0.5727
O -2.345 -7.959 -2.089 -0.5483
C -2.908 -5.687 -1.115 0.0310
C -1.899 -5.707 -0.182 -0.3745
N -1.390 -4.589 0.343 0.1759
C -1.871 -3.395 -0.036 -0.1188
C -2.890 -3.287 -0.930 -0.6186
I -3.596 -1.372 -1.441 0.1820
C -3.427 -4.447 -1.495 -0.1008
H -6.020 -6.050 -2.594 0.2670
H -4.591 -6.572 -3.603 0.3679
H -6.012 -7.604 -3.412 0.3677
H -4.165 -9.588 -1.278 0.3183
H -4.433 -9.169 -3.022 0.3203
H -5.821 -9.360 -1.983 0.3183
H -1.869 -7.453 -2.770 0.2812
H -1.486 -6.661 0.143 0.4393
H -0.648 -4.663 1.030 0.2997
H -1.401 -2.519 0.413 0.3971
H -4.221 -4.395 -2.234 0.4482
O 0.271 -0.155 0.992 -0.5790
S 1.602 0.084 0.506 1.1973
O 2.628 0.573 1.367 -0.6264
O 1.519 0.999 -0.783 -0.2733
C 0.848 2.279 -0.679 -0.3307
C 1.669 3.305 0.075 -1.0079
C 2.191 -1.375 -0.291 -0.9944
H -0.137 2.148 -0.226 0.2877
H 0.691 2.620 -1.701 0.2857
H 1.795 3.022 1.120 0.3097
H 1.184 4.279 0.048 0.4276
H 2.665 3.395 -0.358 0.2726
H 1.428 -1.741 -0.974 0.2822
H 2.390 -2.110 0.486 0.3736
H 3.109 -1.138 -0.823 0.3550
O -1.330 -6.980 -5.445 -0.5459
S -0.370 -6.991 -6.515 1.1104
O -0.395 -5.984 -7.526 -0.5890
O -0.379 -8.423 -7.196 -0.2736
C -1.630 -8.936 -7.706 -0.2459
C -2.055 -8.251 -8.989 -1.0180
C 1.255 -7.071 -5.843 -0.9904
H -2.404 -8.860 -6.940 0.2378
H -1.466 -9.995 -7.895 0.2892
H -2.284 -7.199 -8.821 0.3108
H -2.946 -8.728 -9.398 0.3887
H -1.256 -8.293 -9.730 0.2703
H 1.291 -7.854 -5.090 0.3207
H 1.468 -6.103 -5.393 0.3708
H 1.958 -7.269 -6.648 0.3455
O 5.606 6.207 -1.836 -0.6664
S 5.218 6.258 -0.460 1.2139
O 3.899 5.878 -0.054 -0.5432
O 5.547 7.702 0.118 -0.2654
C 4.986 8.850 -0.551 -0.3971
C 3.502 9.007 -0.285 -0.9018
C 6.383 5.359 0.508 -0.9665
H 5.194 8.796 -1.621 0.3389
H 5.519 9.716 -0.163 0.2835
H 2.933 8.184 -0.715 0.2900
H 3.129 9.934 -0.721 0.3961
H 3.301 9.013 0.787 0.1953
H 7.387 5.663 0.226 0.3390
H 6.234 4.302 0.294 0.3667
H 6.194 5.557 1.560 0.3162
O -3.019 -1.907 6.734 -0.6321
S -3.275 -0.998 5.661 1.1853
O -3.944 -1.434 4.472 -0.6031
O -1.905 -0.289 5.250 -0.2394
C -0.798 -1.130 4.892 -0.7035
C -0.983 -1.758 3.525 -0.7300
C -4.096 0.430 6.281 -0.9422
H -0.638 -1.890 5.660 0.3575
H 0.083 -0.491 4.884 0.3026
H -1.826 -2.452 3.523 0.3960
H -0.088 -2.313 3.232 0.4279
H -1.187 -0.995 2.776 0.1898
H -3.572 0.783 7.165 0.3226
H -5.111 0.133 6.536 0.3769
H -4.114 1.191 5.505 0.3149
O 0.438 9.001 3.226 -0.6497
S 1.091 10.081 3.901 1.2937
O 2.276 10.677 3.367 -0.5860
O 1.359 9.657 5.414 -0.2929
C 2.108 8.452 5.660 -0.3347
C 3.587 8.622 5.372 -0.8621
C -0.080 11.354 4.226 -1.0080
H 1.685 7.626 5.086 0.3139
H 1.967 8.219 6.714 0.2842
H 3.767 8.798 4.312 0.1802
H 4.137 7.726 5.662 0.3781
H 3.988 9.478 5.915 0.2686
H -0.973 10.913 4.660 0.3206
H -0.316 11.825 3.274 0.3685
H 0.366 12.080 4.900 0.3256
```

---

No. 4
The following is a quantum chemistry calculation of a 3-piece molecular cluster, CH9N2O2 overall at a distorted geometry, from the OMol25 dataset.

The total charge is +1. The relative energy (zero: lowest compared OMol25 entry of this formula, charge and spin) is 0.394 eV. The lowest unoccupied orbital energy is -3.01 eV. The orbital gap comes out at 12.6 eV. For the largest force on an atom, the calculation gives 0.0234 Eh/bohr.

The geometry in XYZ format:
```
14
Properties=species:S:1:pos:R:3:mulliken_charge:R:1
N 0.695 -1.297 -0.136 -0.2403
C 0.483 -1.030 -1.399 0.1613
N -0.160 -0.043 -1.936 -0.2011
H 0.513 -0.694 0.668 0.2368
H 1.277 -2.087 0.066 0.2425
H 0.864 -1.758 -2.077 0.3445
H -0.107 -0.002 -2.954 0.2546
H -0.575 0.751 -1.445 0.2606
H -0.412 2.249 0.856 0.3206
H -1.376 2.439 -0.323 0.3109
O -0.600 1.946 -0.033 -0.6826
H -0.840 -0.570 2.656 0.3424
H 0.344 0.013 3.451 0.3219
O -0.106 0.083 2.605 -0.6723
```

---

> largest force on an atom of number 1 (C4H6N2O)?

0.0112 Eh/bohr

---

> Among the records above, which one has the lowest total charge?

C25H33O2PtSe

---

What did the first record say?
The following is a quantum chemistry calculation of one molecule with the formula C4H6N2O, from the OMol25 dataset.

The total charge is 0. The relative energy (zero: lowest compared OMol25 entry of this formula, charge and spin) is 2.646 eV. The lowest unoccupied orbital energy is 0.41 eV. The orbital gap comes out at 7.9 eV. For the largest force on an atom, the calculation gives 0.0112 Eh/bohr.

The geometry in XYZ format:
```
13
Properties=species:S:1:pos:R:3:mulliken_charge:R:1
N -1.614 0.053 1.116 -0.3181
C -0.455 -0.035 0.518 -0.1114
C -0.332 0.716 -0.818 0.7324
O -1.457 0.816 -1.464 -0.8631
C 0.997 0.085 -1.305 -0.6989
C 1.535 -0.649 -0.334 -0.3266
N 0.645 -0.710 0.800 -0.0410
H -2.286 0.492 0.469 0.2509
H -1.857 -0.327 2.011 0.2053
H 0.062 1.707 -0.426 0.1783
H 1.479 0.323 -2.244 0.3812
H 2.492 -1.148 -0.249 0.3831
H 0.774 -1.350 1.568 0.2280
```